(1)
Density functional theory data (wB97M-V/def2-TZVPD) for a cluster of 10 separate species, C32H66O26S in total.

Positions of all 125 atoms, in Å:
C1 -19.83 -19.79 15.10
C2 -19.41 -20.84 16.12
O1 -20.51 -21.79 16.26
S1 -21.03 -22.20 17.81
C3 -21.77 -20.54 18.23
O2 -22.10 -23.23 17.69
O3 -19.87 -22.33 18.65
H1 -20.23 -20.29 14.22
H2 -18.99 -19.31 14.59
H3 -20.55 -19.09 15.52
H4 -18.52 -21.42 15.90
H5 -19.23 -20.45 17.12
H6 -22.64 -20.34 17.59
H7 -20.98 -19.85 17.96
H8 -21.98 -20.44 19.29
C4 -25.18 -26.28 12.90
O4 -24.96 -25.02 13.60
C5 -23.77 -24.36 13.51
O5 -22.74 -24.86 13.05
O6 -23.79 -23.27 14.09
C6 -22.65 -22.42 14.32
H9 -24.26 -26.46 12.36
H10 -26.05 -26.21 12.24
H11 -25.39 -27.17 13.49
H12 -21.76 -23.00 14.56
H13 -22.96 -21.86 15.20
H14 -22.50 -21.79 13.43
C7 -25.85 -18.62 14.31
O7 -24.85 -18.30 13.45
C8 -23.60 -18.02 13.84
O8 -23.46 -17.72 15.01
O9 -22.76 -17.92 12.69
C9 -21.50 -17.33 12.81
H15 -25.83 -17.95 15.17
H16 -25.71 -19.67 14.58
H17 -26.75 -18.56 13.70
H18 -20.97 -17.61 11.89
H19 -21.07 -17.82 13.68
H20 -21.48 -16.24 12.89
C10 -24.93 -23.61 17.92
O10 -25.95 -23.60 18.95
C11 -25.62 -23.48 20.16
O11 -24.48 -23.45 20.67
O12 -26.76 -23.50 20.88
C12 -26.73 -23.71 22.32
H21 -25.39 -23.63 16.93
H22 -24.34 -24.53 17.94
H23 -24.38 -22.67 17.98
H24 -27.55 -23.22 22.85
H25 -25.83 -23.33 22.80
H26 -26.74 -24.78 22.51
C13 -16.07 -18.59 17.69
O13 -15.99 -19.68 18.64
C14 -17.10 -19.83 19.42
O14 -18.10 -19.12 19.39
O15 -16.88 -20.79 20.24
C15 -17.73 -21.07 21.31
H27 -16.28 -17.65 18.20
H28 -16.91 -18.68 17.00
H29 -15.16 -18.37 17.13
H30 -17.34 -21.92 21.87
H31 -18.74 -21.30 20.97
H32 -17.96 -20.24 21.97
C16 -19.38 -25.24 13.98
O16 -18.39 -24.40 14.57
C17 -17.71 -24.90 15.65
O17 -17.75 -26.06 16.05
O18 -16.93 -23.91 16.26
C18 -16.50 -24.17 17.55
H33 -20.12 -24.53 13.61
H34 -19.93 -25.81 14.73
H35 -18.98 -25.86 13.18
H36 -16.91 -25.10 17.95
H37 -16.85 -23.41 18.25
H38 -15.44 -24.18 17.78
C19 -16.99 -18.61 9.77
O19 -16.16 -18.50 10.92
C20 -16.66 -18.11 12.02
O20 -17.83 -17.88 12.25
O21 -15.62 -18.10 12.87
C21 -15.86 -17.70 14.18
H39 -17.57 -17.69 9.72
H40 -17.71 -19.42 9.85
H41 -16.43 -18.70 8.84
H42 -16.71 -17.03 14.32
H43 -14.96 -17.15 14.47
H44 -16.14 -18.52 14.84
C22 -21.75 -26.56 18.79
O22 -22.92 -27.37 18.46
C23 -22.79 -28.71 18.38
O23 -21.71 -29.38 18.37
O24 -24.03 -29.27 18.23
C24 -24.20 -30.65 17.84
H45 -20.90 -27.04 18.31
H46 -21.60 -26.51 19.87
H47 -21.80 -25.56 18.36
H48 -24.00 -30.86 16.79
H49 -25.22 -31.01 17.99
H50 -23.52 -31.20 18.48
C25 -18.90 -23.24 9.71
C26 -18.97 -23.59 11.26
C27 -19.08 -22.22 11.90
O25 -19.90 -21.46 11.03
C28 -19.98 -22.08 9.75
H51 -19.31 -24.08 9.16
H52 -17.92 -22.96 9.33
H53 -18.19 -24.25 11.64
H54 -19.88 -24.19 11.34
H55 -18.11 -21.75 11.72
H56 -19.34 -22.31 12.95
H57 -19.72 -21.35 8.98
H58 -20.99 -22.45 9.60
C29 -20.91 -23.86 23.33
C30 -20.75 -23.17 21.99
C31 -21.30 -21.77 22.23
O26 -22.02 -21.98 23.47
C32 -22.15 -23.32 23.90
H59 -20.15 -23.57 24.05
H60 -20.88 -24.94 23.20
H61 -21.36 -23.57 21.18
H62 -19.68 -23.26 21.78
H63 -21.98 -21.58 21.39
H64 -20.53 -21.01 22.35
H65 -23.08 -23.76 23.54
H66 -22.11 -23.27 24.98

As for the energy: -3613.1466 Eh. The LUMO energy is 0.47 eV. Its structure (SMILES) is CCOS(C)(=O)=O.COC(=O)OC.COC(=O)OC.COC(=O)OC.COC(=O)OC.COC(=O)OC.COC(=O)OC.COC(=O)OC.C1CCOC1.C1CCOC1. Its multiplicity is 1. The molar mass comes out at 898.9 g mol⁻¹. The HOMO-LUMO gap is 9.9 eV. The calculation puts the HOMO energy at -0.3468 Eh.

Löwdin population analysis, charges in e, atoms 1 to 2: number 1, C, carries -0.041; number 2, C, carries -0.242


(2)
Density functional theory data (wB97M-V/def2-TZVPD) for a structure of composition C19H24N6OsS2.

Positions of all 52 atoms, in Å:
Os1 -0.05 -0.42 0.60
C1 -0.32 -4.38 -0.72
C2 -0.37 -2.90 -0.64
N1 -0.52 -2.29 0.52
N2 -0.76 -3.09 1.61
C3 -0.63 -2.44 2.74
N3 -0.87 -3.06 3.89
S1 -0.13 -0.75 2.83
C4 -0.28 -2.02 -1.81
C5 -0.42 -2.47 -3.11
C6 -0.42 -1.54 -4.14
C7 -0.27 -0.19 -3.83
C8 -0.13 0.19 -2.51
N4 -0.13 -0.71 -1.51
H1 0.31 -4.76 0.08
H2 0.07 -4.70 -1.68
H3 -1.31 -4.81 -0.57
H4 -1.17 -4.03 3.89
H5 -0.72 -2.60 4.77
H6 -0.53 -3.52 -3.32
H7 -0.53 -1.86 -5.16
H8 -0.26 0.56 -4.61
H9 0.00 1.22 -2.23
C9 2.06 1.84 -0.31
C10 2.58 0.44 -0.65
C11 4.10 0.40 -0.63
C12 2.02 -0.56 0.36
H10 2.36 2.58 -1.06
H11 2.45 2.17 0.65
H12 0.96 1.89 -0.25
H13 2.25 0.17 -1.66
H14 4.49 0.67 0.35
H15 4.51 1.11 -1.36
H16 4.48 -0.59 -0.89
H17 2.43 -0.35 1.35
H18 2.26 -1.59 0.09
N5 -2.98 0.14 -0.98
C13 -2.55 1.15 -0.21
N6 -1.44 1.09 0.53
C14 -1.26 2.29 1.28
C15 -0.24 2.58 2.17
C16 -0.24 3.81 2.80
C17 -1.24 4.75 2.55
C18 -2.26 4.47 1.66
C19 -2.25 3.24 1.03
S2 -3.43 2.62 -0.10
H19 -2.60 -0.78 -0.85
H20 -3.89 0.21 -1.41
H21 0.56 1.87 2.38
H22 0.55 4.04 3.51
H23 -1.22 5.70 3.06
H24 -3.03 5.20 1.46

As for the energy: -1953.4873 Eh. The LUMO energy (alpha / beta) is -8.31 / -8.28 eV. Its multiplicity is 1. The molar mass comes out at 590.8 g mol⁻¹. Its charge is +2. The HOMO-LUMO gap (alpha / beta) is 6.2 / 6.3 eV. The calculation puts the HOMO energy (alpha / beta) at -0.5339 / -0.5341 Eh.

natural (NBO) population analysis, charges in e, atoms 1 to 2: number 1, Os, carries 1.008; number 2, C, carries -0.691


(3)
Density functional theory data (wB97M-V/def2-TZVPD) for an isolated molecule of C8H16N2O3S.

Positions of all 30 atoms, in Å:
C1 0.08 -2.74 -1.00
C2 -0.59 -1.58 -1.71
C3 -0.08 -1.42 -3.08
C4 -0.34 -0.32 -0.86
N1 -0.88 -0.47 0.50
C5 -0.35 -0.05 1.69
O1 -0.79 -0.53 2.72
C6 0.69 1.06 1.64
N2 0.34 2.15 0.78
C7 1.03 1.42 3.09
S1 2.44 2.55 3.20
C8 -0.93 0.94 -1.56
O2 -0.38 1.44 -2.53
O3 -2.06 1.41 -1.06
H1 1.15 -2.60 -0.84
H2 -0.34 -2.83 0.01
H3 -0.02 -3.70 -1.51
H4 -1.68 -1.78 -1.72
H5 -0.23 -2.37 -3.61
H6 -0.68 -0.68 -3.62
H7 0.99 -1.21 -3.11
H8 0.72 -0.13 -0.74
H9 -1.37 -1.34 0.70
H10 1.59 0.59 1.24
H11 -0.44 2.75 1.00
H12 1.18 2.70 0.54
H13 1.34 0.48 3.58
H14 0.17 1.84 3.62
H15 1.67 3.58 2.87
H16 -2.23 0.86 -0.25

As for the energy: -1047.8789 Eh. The value obtained for the energy above the lowest of the compared OMol25 structures with the same formula, charge and spin is 52.4 kJ/mol. The LUMO energy is 0.57 eV. Its structure (SMILES) is CC(C)[C@H](NC(=O)[C@@H](N)CS)C(=O)O. Its multiplicity is 1. The molar mass comes out at 220.3 g mol⁻¹. The HOMO-LUMO gap is 9.9 eV. The calculation puts the HOMO energy at -0.3437 Eh.

natural (NBO) population analysis, charges in e, atoms 1 to 2: number 1, C, carries -0.601; number 2, C, carries -0.224


(4)
Density functional theory data (wB97M-V/def2-TZVPD) for an isolated molecule of CH6NO2P.

Positions of all 11 atoms, in Å:
N1 1.35 0.35 0.27
C1 0.43 -0.76 0.28
P1 -1.18 -0.06 -0.34
O1 -2.45 -0.82 -0.09
O2 -1.20 1.47 0.13
H1 1.37 0.75 -0.67
H2 2.32 0.06 0.35
H3 0.58 -1.53 -0.40
H4 0.33 -1.18 1.34
H5 -1.00 0.12 -1.69
H6 -0.54 1.61 0.81

As for the energy: -588.3232 Eh. The value obtained for the energy above the lowest of the compared OMol25 structures with the same formula, charge and spin is 76.8 kJ/mol. The LUMO energy is 0.67 eV. Its structure (SMILES) is NC[P@@H](=O)O. Its multiplicity is 1. The molar mass comes out at 95.0 g mol⁻¹. The HOMO-LUMO gap is 10.8 eV. The calculation puts the HOMO energy at -0.3735 Eh.

natural (NBO) population analysis, charges in e, atoms 1 to 2: number 1, N, carries -0.844; number 2, C, carries -0.575